A structure of composition C40H40Br2N7O9SbZr. Source: the OMol25 dataset; level of theory: ωB97M-V/def2-TZVPD.

Element x y z (Å)
1 Zr -0.772 -1.317 -0.186
2 N 0.787 -2.445 -1.546
3 C 0.401 -3.783 -2.088
4 C -0.602 -3.648 -3.218
5 C -1.970 -3.159 -2.787
6 N -1.916 -1.785 -2.223
7 H 1.149 -1.882 -2.319
8 H 1.602 -2.570 -0.948
9 H -0.014 -4.371 -1.268
10 H 1.297 -4.290 -2.448
11 H -0.725 -4.627 -3.684
12 H -0.190 -2.996 -3.998
13 H -2.382 -3.806 -2.013
14 H -2.654 -3.177 -3.637
15 H -2.863 -1.521 -1.955
16 H -1.647 -1.127 -2.952
17 C -1.976 2.395 3.632
18 O -1.207 1.595 2.704
19 C -1.537 0.352 2.453
20 O -0.777 -0.301 1.702
21 N -2.642 -0.166 2.979
22 N -3.003 -1.474 2.649
23 H -1.452 3.343 3.686
24 H -1.986 1.924 4.614
25 H -2.986 2.554 3.254
26 H -3.276 0.427 3.497
27 H -3.748 -1.466 1.959
28 H -3.297 -1.961 3.486
29 C 2.688 -1.859 1.564
30 C 1.645 -2.839 1.992
31 C 1.968 -3.723 3.044
32 C 1.065 -4.641 3.487
33 C -0.201 -4.709 2.871
34 C -1.227 -5.627 3.227
35 Br -0.947 -6.865 4.617
36 C -2.425 -5.626 2.572
37 C -2.656 -4.705 1.532
38 Br -4.320 -4.678 0.659
39 C -1.691 -3.809 1.161
40 O -1.865 -2.909 0.189
41 C -0.450 -3.797 1.831
42 N 0.459 -2.856 1.398
43 H 3.678 -2.208 1.854
44 H 2.526 -0.890 2.040
45 H 2.694 -1.710 0.486
46 H 2.952 -3.658 3.487
47 H 1.310 -5.320 4.292
48 H -3.201 -6.326 2.844
49 O -1.244 0.646 -1.213
50 C -2.364 0.776 -0.628
51 O -2.838 -0.233 -0.027
52 C -3.038 2.089 -0.560
53 C -2.690 3.128 -1.417
54 C -3.321 4.345 -1.249
55 C -4.236 4.588 -0.241
56 C -4.531 3.533 0.602
57 C -3.974 2.283 0.445
58 N -5.441 3.752 1.745
59 O -6.125 4.741 1.734
60 O -5.409 2.911 2.629
61 N -2.989 5.450 -2.177
62 O -3.298 6.566 -1.833
63 O -2.435 5.142 -3.210
64 H -1.945 3.002 -2.192
65 H -4.690 5.561 -0.115
66 H -4.254 1.477 1.106
67 C 5.082 -1.507 -3.472
68 C 3.940 -0.950 -4.032
69 C 3.030 -0.276 -3.228
70 C 3.252 -0.148 -1.856
71 C 4.403 -0.707 -1.305
72 C 5.315 -1.379 -2.110
73 Sb 1.748 0.752 -0.638
74 C 2.911 1.623 0.893
75 C 4.163 2.164 0.608
76 C 4.897 2.780 1.612
77 C 4.383 2.865 2.899
78 C 3.131 2.338 3.184
79 C 2.395 1.719 2.183
80 C 1.284 2.479 -1.770
81 C 1.670 3.734 -1.311
82 C 1.385 4.870 -2.062
83 C 0.724 4.757 -3.274
84 C 0.331 3.506 -3.736
85 C 0.599 2.375 -2.981
86 H 5.797 -2.024 -4.098
87 H 3.767 -1.025 -5.098
88 H 2.167 0.187 -3.694
89 H 4.617 -0.597 -0.248
90 H 6.215 -1.793 -1.674
91 H 4.569 2.115 -0.395
92 H 5.869 3.199 1.388
93 H 4.957 3.348 3.678
94 H 2.729 2.412 4.187
95 H 1.415 1.315 2.411
96 H 2.203 3.838 -0.374
97 H 1.692 5.842 -1.700
98 H 0.506 5.640 -3.859
99 H -0.194 3.418 -4.678
100 H 0.253 1.412 -3.342

Calculated values
* energy relative to the best compared isomer or geometry (same formula, charge and spin): 0.533 eV
* energy: -8043.6201 a.u.
* net charge: +2
* orbital gap: 7.55 eV
* highest occupied orbital energy: -13.1 eV


A structure of composition C40H40Br2N7O9SbZr. Source: the OMol25 dataset; level of theory: ωB97M-V/def2-TZVPD.

Element x y z (Å)
1 Zr 0.346 0.328 -0.172
2 N -0.116 2.372 1.079
3 C -0.034 2.654 2.534
4 C 1.355 2.385 3.079
5 C 1.686 0.909 3.171
6 N 1.735 0.236 1.844
7 H 0.462 3.057 0.597
8 H -1.062 2.575 0.759
9 H -0.766 2.029 3.051
10 H -0.318 3.691 2.717
11 H 1.417 2.803 4.085
12 H 2.103 2.924 2.487
13 H 0.930 0.408 3.773
14 H 2.643 0.770 3.677
15 H 1.740 -0.771 2.002
16 H 2.647 0.411 1.427
17 C -0.097 -5.199 -0.370
18 O 0.490 -4.030 0.248
19 C 0.120 -2.837 -0.119
20 O 0.677 -1.850 0.401
21 N -0.828 -2.671 -1.054
22 N -1.212 -1.343 -1.281
23 H 0.406 -6.043 0.088
24 H 0.098 -5.191 -1.442
25 H -1.164 -5.242 -0.151
26 H -1.423 -3.425 -1.364
27 H -2.201 -1.230 -1.066
28 H -1.055 -1.106 -2.258
29 C 3.369 2.719 -0.449
30 C 2.356 2.901 -1.539
31 C 2.682 3.745 -2.623
32 C 1.782 3.971 -3.623
33 C 0.499 3.385 -3.548
34 C -0.540 3.565 -4.500
35 Br -0.253 4.636 -6.022
36 C -1.755 2.966 -4.325
37 C -1.992 2.165 -3.191
38 Br -3.668 1.334 -2.961
39 C -1.021 1.967 -2.246
40 O -1.195 1.228 -1.145
41 C 0.245 2.569 -2.435
42 N 1.179 2.298 -1.464
43 H 3.837 3.675 -0.218
44 H 4.158 2.033 -0.759
45 H 2.912 2.325 0.455
46 H 3.658 4.210 -2.642
47 H 2.032 4.608 -4.460
48 H -2.542 3.103 -5.053
49 O 2.511 -0.071 -0.662
50 C 2.255 -0.375 -1.867
51 O 1.034 -0.406 -2.204
52 C 3.330 -0.631 -2.842
53 C 4.657 -0.599 -2.428
54 C 5.643 -0.811 -3.368
55 C 5.365 -1.060 -4.699
56 C 4.033 -1.083 -5.069
57 C 3.006 -0.873 -4.173
58 N 3.689 -1.341 -6.488
59 O 4.608 -1.501 -7.254
60 O 2.509 -1.372 -6.765
61 N 7.058 -0.761 -2.929
62 O 7.898 -1.018 -3.756
63 O 7.257 -0.459 -1.771
64 H 4.926 -0.418 -1.398
65 H 6.153 -1.226 -5.420
66 H 1.981 -0.892 -4.510
67 C -4.365 -4.368 0.329
68 C -3.423 -4.517 1.338
69 C -2.727 -3.412 1.817
70 C -2.983 -2.147 1.294
71 C -3.954 -1.998 0.303
72 C -4.636 -3.106 -0.185
73 Sb -1.899 -0.413 1.878
74 C -3.506 0.918 2.150
75 C -4.412 0.766 3.199
76 C -5.496 1.624 3.304
77 C -5.689 2.624 2.359
78 C -4.807 2.761 1.297
79 C -3.716 1.908 1.190
80 C -1.213 -0.922 3.806
81 C -1.541 -0.167 4.929
82 C -0.958 -0.456 6.157
83 C -0.046 -1.495 6.269
84 C 0.292 -2.248 5.151
85 C -0.283 -1.958 3.922
86 H -4.909 -5.229 -0.036
87 H -3.243 -5.494 1.769
88 H -2.011 -3.544 2.619
89 H -4.211 -1.009 -0.071
90 H -5.396 -2.981 -0.946
91 H -4.288 -0.026 3.929
92 H -6.198 1.506 4.119
93 H -6.538 3.288 2.444
94 H -4.973 3.523 0.547
95 H -3.062 1.988 0.328
96 H -2.244 0.654 4.857
97 H -1.221 0.130 7.027
98 H 0.402 -1.720 7.227
99 H 1.005 -3.057 5.237
100 H 0.013 -2.540 3.054

Calculated values
* energy relative to the best compared isomer or geometry (same formula, charge and spin): 0.000 eV
* energy: -8043.6397 a.u.
* net charge: +2
* orbital gap: 7.58 eV
* highest occupied orbital energy: -13.0 eV


A structure of composition C40H40ClIN2OP3RuSe2. Source: the OMol25 dataset; level of theory: ωB97M-V/def2-TZVPD.

Element x y z (Å)
1 Ru 0.450 -0.370 -0.261
2 Se 0.355 -0.411 2.585
3 P 0.804 -2.525 2.444
4 Se 1.382 -3.119 0.437
5 C 2.095 -2.982 3.646
6 C 2.176 -2.303 4.859
7 C 3.122 -2.676 5.801
8 C 3.988 -3.730 5.539
9 C 3.907 -4.409 4.332
10 C 2.963 -4.037 3.386
11 C -0.622 -3.508 3.011
12 C -0.637 -4.877 2.749
13 C -1.699 -5.654 3.179
14 C -2.752 -5.069 3.873
15 C -2.738 -3.708 4.134
16 C -1.675 -2.925 3.703
17 H 1.509 -1.472 5.054
18 H 3.185 -2.142 6.740
19 H 4.728 -4.019 6.274
20 H 4.584 -5.227 4.124
21 H 2.910 -4.551 2.433
22 H 0.173 -5.327 2.186
23 H -1.709 -6.716 2.969
24 H -3.584 -5.677 4.207
25 H -3.561 -3.248 4.666
26 H -1.670 -1.857 3.881
27 Cl -6.796 -0.234 -0.286
28 C -5.111 0.142 -0.514
29 C -4.753 1.379 -0.961
30 C -3.399 1.700 -1.163
31 I -2.917 3.593 -1.892
32 C -2.369 0.801 -0.927
33 O -1.121 1.053 -1.130
34 C -2.773 -0.497 -0.434
35 N -1.765 -1.378 -0.198
36 C -2.065 -2.602 0.165
37 C -3.387 -3.034 0.381
38 C -4.410 -2.153 0.192
39 C -4.126 -0.840 -0.244
40 H -5.517 2.115 -1.168
41 H -1.235 -3.285 0.284
42 H -3.564 -4.051 0.703
43 H -5.439 -2.445 0.354
44 C -0.169 2.976 1.299
45 P 0.991 2.139 0.176
46 C 1.066 3.284 -1.233
47 C 2.639 2.382 0.945
48 C 3.664 1.570 0.144
49 P 3.208 -0.211 0.213
50 C 4.047 -0.736 1.747
51 C 4.271 -0.949 -1.069
52 H 0.124 4.013 1.472
53 H -0.217 2.449 2.252
54 H -1.157 2.955 0.837
55 H 1.261 4.301 -0.885
56 H 0.110 3.250 -1.750
57 H 1.847 2.982 -1.931
58 H 2.594 2.023 1.977
59 H 2.892 3.445 0.973
60 H 4.681 1.720 0.519
61 H 3.660 1.877 -0.907
62 H 5.102 -0.452 1.728
63 H 3.970 -1.819 1.838
64 H 3.559 -0.293 2.616
65 H 5.310 -0.629 -0.969
66 H 3.889 -0.671 -2.051
67 H 4.216 -2.034 -0.975
68 N 1.127 -0.625 -2.166
69 C 0.697 -0.390 -3.328
70 C 1.045 0.920 -3.967
71 C 2.373 1.266 -4.178
72 C 2.688 2.501 -4.727
73 C 1.677 3.396 -5.051
74 C 0.349 3.049 -4.838
75 C 0.030 1.811 -4.300
76 C -0.162 -1.355 -4.071
77 C -0.746 -2.425 -3.395
78 C -1.544 -3.327 -4.076
79 C -1.760 -3.176 -5.440
80 C -1.171 -2.123 -6.122
81 C -0.375 -1.213 -5.442
82 H 3.153 0.557 -3.926
83 H 3.724 2.765 -4.902
84 H 1.923 4.363 -5.470
85 H -0.442 3.748 -5.078
86 H -1.003 1.545 -4.110
87 H -0.567 -2.537 -2.334
88 H -2.002 -4.150 -3.541
89 H -2.386 -3.883 -5.970
90 H -1.330 -2.006 -7.186
91 H 0.082 -0.391 -5.976

Calculated values
* energy relative to the best compared isomer or geometry (same formula, charge and spin): 0.000 eV
* 2S+1: 6
* energy: -8412.7707 a.u.
* net charge: 0
* orbital gap (spin up / spin down): 6.99 / 6.76 eV
* highest occupied orbital energy (spin up / spin down): -6.7 / -7.3 eV
* ⟨S²⟩: 8.774


A structure of composition C40H40N2OPSr. Source: the OMol25 dataset; level of theory: ωB97M-V/def2-TZVPD.

Element x y z (Å)
1 C 2.098 -0.153 0.203
2 C 2.139 -0.855 -1.024
3 C 1.776 0.037 -2.058
4 H 2.388 -1.894 -1.144
5 C 1.543 1.297 -1.471
6 C 1.744 1.181 -0.084
7 H 1.206 2.179 -1.985
8 C -1.385 -1.757 0.573
9 C -0.288 -2.474 0.068
10 C -0.383 -2.478 -1.341
11 H 0.504 -2.916 0.649
12 C -1.532 -1.756 -1.729
13 C -2.149 -1.317 -0.527
14 H 1.711 -0.193 -3.108
15 H 1.573 1.959 0.639
16 H 2.312 -0.560 1.176
17 H -3.032 -0.709 -0.457
18 H 0.324 -2.932 -2.011
19 H -1.589 -1.545 1.610
20 Sr -0.087 -0.229 -0.656
21 C -2.063 -1.548 -3.131
22 C -3.571 -1.819 -3.111
23 C -1.380 -2.498 -4.110
24 H -3.766 -2.830 -2.754
25 H -3.989 -1.710 -4.106
26 H -4.084 -1.128 -2.443
27 H -1.571 -3.536 -3.843
28 H -0.302 -2.343 -4.120
29 H -1.760 -2.334 -5.113
30 C -1.766 -0.092 -3.512
31 C -2.304 0.430 -4.827
32 H -0.681 0.049 -3.519
33 H -2.123 0.569 -2.723
34 O -3.211 -0.084 -5.473
35 N -1.703 1.573 -5.272
36 C -0.516 2.203 -4.740
37 H -2.027 1.868 -6.179
38 C 0.802 1.626 -5.206
39 C 1.983 2.249 -4.810
40 H 1.937 3.121 -4.168
41 C 3.213 1.759 -5.215
42 H 4.121 2.255 -4.898
43 C 3.282 0.626 -6.018
44 H 4.243 0.239 -6.331
45 C 2.113 -0.006 -6.407
46 H 2.155 -0.889 -7.030
47 C 0.879 0.493 -6.006
48 H -0.028 -0.001 -6.324
49 H -0.544 2.178 -3.652
50 H -0.557 3.259 -5.010
51 N 0.306 -0.624 2.208
52 P 0.191 0.210 3.589
53 C 1.835 1.018 3.747
54 C 2.904 0.267 4.265
55 C 4.167 0.840 4.408
56 C 4.378 2.164 4.022
57 C 3.316 2.918 3.500
58 C 2.044 2.348 3.368
59 C -1.466 1.017 3.496
60 C -2.452 0.682 4.443
61 C -3.727 1.241 4.368
62 C -4.033 2.138 3.345
63 C -3.060 2.476 2.398
64 C -1.777 1.918 2.472
65 C 0.103 -1.130 4.872
66 C -0.037 -2.487 4.531
67 C -0.127 -3.460 5.534
68 C -0.072 -3.088 6.880
69 C 0.073 -1.743 7.227
70 C 0.159 -0.768 6.229
71 H 2.762 -0.763 4.567
72 H 4.982 0.254 4.817
73 H 5.359 2.605 4.130
74 H 3.485 3.941 3.199
75 H 1.230 2.934 2.963
76 H -2.252 -0.019 5.240
77 H -4.478 0.971 5.102
78 H -5.027 2.563 3.286
79 H -3.306 3.165 1.601
80 H -1.035 2.174 1.728
81 H -0.090 -2.798 3.497
82 H -0.245 -4.502 5.268
83 H -0.145 -3.842 7.654
84 H 0.115 -1.456 8.270
85 H 0.265 0.272 6.510

Calculated values
* energy relative to the best compared isomer or geometry (same formula, charge and spin): 5.157 eV
* energy: -2104.9280 a.u.
* net charge: -1
* orbital gap (spin up / spin down): 5.10 / 5.10 eV
* highest occupied orbital energy (spin up / spin down): -2.8 / -2.8 eV


A structure of composition C40H40N6OPtSi. Source: the OMol25 dataset; level of theory: ωB97M-V/def2-TZVPD.

Element x y z (Å)
1 Pt -0.881 -0.895 0.451
2 C -2.961 -4.354 2.672
3 Si -1.273 -3.562 2.429
4 C -0.225 -3.947 3.938
5 C -0.498 -4.404 0.950
6 N -1.468 -1.853 2.125
7 C -2.445 -1.149 2.801
8 C -2.802 -1.392 4.142
9 C -3.828 -0.707 4.767
10 C -4.554 0.268 4.094
11 C -4.219 0.552 2.779
12 C -3.182 -0.131 2.179
13 O -2.849 0.152 0.829
14 C -2.666 1.500 0.514
15 C -3.156 1.940 -0.700
16 C -2.925 3.255 -1.083
17 C -2.223 4.112 -0.248
18 C -1.741 3.651 0.972
19 C -1.957 2.338 1.360
20 H -2.849 -5.437 2.762
21 H -3.603 -4.154 1.810
22 H -3.481 -3.998 3.562
23 H -0.041 -5.024 3.990
24 H -0.705 -3.653 4.874
25 H 0.742 -3.442 3.887
26 H -0.518 -5.486 1.113
27 H 0.535 -4.105 0.785
28 H -1.057 -4.185 0.038
29 H -2.240 -2.131 4.696
30 H -4.059 -0.934 5.801
31 H -5.358 0.802 4.581
32 H -4.751 1.311 2.218
33 H -3.701 1.251 -1.333
34 H -3.299 3.608 -2.035
35 H -2.060 5.142 -0.538
36 H -1.196 4.317 1.627
37 H -1.590 1.961 2.306
38 C 1.336 1.620 -0.537
39 C 0.476 0.967 -1.555
40 N -0.490 0.103 -1.315
41 C -1.025 -0.269 -2.530
42 C -0.366 0.376 -3.521
43 N 0.580 1.161 -2.892
44 C 1.580 1.961 -3.572
45 N 0.984 2.835 -4.539
46 N 1.127 2.575 -5.863
47 N 0.480 3.439 -6.539
48 C -0.136 4.310 -5.661
49 C -0.954 5.417 -5.901
50 C -1.429 6.092 -4.801
51 C -1.108 5.682 -3.489
52 C -0.304 4.594 -3.237
53 C 0.180 3.921 -4.362
54 H 0.983 1.317 0.446
55 H 1.283 2.709 -0.610
56 H 2.376 1.304 -0.640
57 H -1.832 -0.978 -2.592
58 H -0.475 0.366 -4.591
59 H 2.272 1.322 -4.119
60 H 2.129 2.531 -2.826
61 H -1.197 5.719 -6.910
62 H -2.066 6.956 -4.936
63 H -1.512 6.243 -2.657
64 H -0.082 4.275 -2.228
65 C 5.764 -2.322 -1.710
66 C 4.788 -3.069 -2.355
67 C 3.452 -2.907 -2.020
68 C 3.058 -2.010 -1.025
69 C 4.051 -1.253 -0.397
70 C 5.386 -1.409 -0.733
71 C 1.616 -1.828 -0.747
72 C 0.998 -1.547 0.415
73 C 1.719 -1.602 1.715
74 C 2.612 -2.641 1.989
75 C 3.305 -2.694 3.188
76 C 3.111 -1.711 4.149
77 C 2.207 -0.687 3.905
78 C 1.512 -0.642 2.706
79 H 6.807 -2.443 -1.970
80 H 5.068 -3.780 -3.122
81 H 2.694 -3.491 -2.529
82 H 3.772 -0.544 0.373
83 H 6.137 -0.814 -0.229
84 H 1.003 -1.897 -1.642
85 H 2.764 -3.417 1.248
86 H 3.989 -3.511 3.376
87 H 3.647 -1.754 5.089
88 H 2.030 0.072 4.656
89 H 0.778 0.137 2.536

Calculated values
* energy relative to the best compared isomer or geometry (same formula, charge and spin): 0.000 eV
* energy: -2360.8902 a.u.
* net charge: 0
* orbital gap: 6.95 eV
* highest occupied orbital energy: -6.9 eV